Record 1
DFT (ωB97M-V/def2-TZVPD) results for a cluster of 6 separate species, C25H54N2O12 in total.

```
! wB97M-V def2-TZVPD RIJCOSX def2/J DEFGRID3
* xyz 0 1
C -7.277 17.673 -6.495
O -8.014 17.390 -5.325
C -9.283 18.017 -5.286
C -9.733 18.090 -3.828
O -10.179 16.882 -3.284
C -10.465 16.986 -1.920
C -11.200 15.729 -1.454
O -12.344 15.452 -2.227
C -13.304 14.712 -1.503
H -6.817 18.670 -6.492
H -7.853 17.467 -7.394
H -6.381 17.053 -6.402
H -9.995 17.464 -5.909
H -9.190 19.029 -5.698
H -10.522 18.850 -3.777
H -8.827 18.426 -3.311
H -10.992 17.897 -1.621
H -9.527 16.920 -1.344
H -11.472 15.976 -0.418
H -10.572 14.835 -1.417
H -13.333 14.973 -0.443
H -13.038 13.650 -1.587
H -14.292 14.826 -1.942
C -11.794 24.142 -0.526
O -12.969 24.910 -0.433
C -13.776 24.846 -1.592
C -14.934 25.781 -1.408
O -14.540 27.114 -1.621
C -15.600 28.040 -1.756
C -16.324 28.381 -0.466
O -15.544 29.128 0.434
C -14.585 28.352 1.126
H -11.320 24.163 0.449
H -11.092 24.521 -1.280
H -12.014 23.130 -0.895
H -14.025 23.801 -1.823
H -13.180 25.163 -2.461
H -15.413 25.670 -0.425
H -15.775 25.554 -2.082
H -16.322 27.738 -2.525
H -15.110 28.940 -2.124
H -16.893 27.586 0.027
H -17.135 29.039 -0.803
H -14.240 28.949 1.979
H -13.705 28.211 0.501
H -14.979 27.474 1.642
C -18.506 26.257 2.250
O -17.543 26.693 3.176
C -16.803 25.628 3.733
C -16.040 24.780 2.725
O -14.977 24.113 3.351
C -14.122 23.505 2.404
C -14.563 22.151 1.905
O -14.033 21.118 2.728
C -14.698 19.880 2.673
H -18.150 25.555 1.488
H -18.813 27.143 1.689
H -19.413 25.823 2.681
H -17.435 24.991 4.358
H -16.063 26.071 4.401
H -15.695 25.412 1.895
H -16.711 24.063 2.232
H -13.146 23.367 2.874
H -13.950 24.189 1.570
H -14.157 22.005 0.896
H -15.648 22.001 1.882
H -14.018 19.130 3.070
H -15.033 19.602 1.669
H -15.578 19.901 3.326
C -10.591 21.412 1.837
O -10.296 21.037 0.500
C -9.316 21.669 -0.133
O -8.733 22.628 0.278
O -9.178 21.093 -1.318
C -8.145 21.585 -2.147
H -11.446 20.897 2.271
H -10.837 22.476 1.852
H -9.731 21.233 2.482
H -8.113 21.001 -3.065
H -7.151 21.416 -1.725
H -8.314 22.638 -2.367
C -13.084 20.290 -0.842
C -13.807 19.033 -0.917
N -14.383 18.046 -0.974
H -13.697 21.108 -1.214
H -12.141 20.294 -1.393
H -12.726 20.441 0.177
C -17.269 15.789 -1.897
C -18.481 16.177 -2.630
N -19.408 16.478 -3.229
H -16.466 16.475 -2.173
H -17.006 14.793 -2.246
H -17.389 15.895 -0.823
*
```

- HOMO (eV) = -9.46
- SMILES = COC(=O)OC.COCCOCCOC.COCCOCCOC.COCCOCCOC.CC#N.CC#N
- orbital gap (eV) = 9.7

Löwdin atomic charge list, values in e, 4 entries: C -0.116; O -0.189; C -0.199; C -0.206



Record 2
DFT (ωB97M-V/def2-TZVPD) results for a cluster of 3 separate species, C25H56BrCl2N6O2P2 in total.

```
! wB97M-V def2-TZVPD RIJCOSX def2/J DEFGRID3
* xyz 1 1
C -2.980 2.215 -4.752
C -1.469 2.022 -4.595
C -1.021 1.974 -3.118
C -0.030 0.830 -2.824
C 0.992 1.210 -1.743
C -0.773 -0.518 -2.619
N -0.025 -1.586 -3.343
C 0.831 -2.159 -2.503
N 1.912 -2.864 -2.854
P 2.523 -3.035 -4.461
N 1.453 -2.845 -5.566
N 0.451 -1.991 -1.218
P 1.456 -2.097 0.226
O 2.889 -1.649 -0.428
Cl 1.889 -4.073 0.109
C -0.874 -1.270 -1.238
C -1.996 -2.369 -1.451
C -1.559 -3.772 -1.111
O -1.480 -4.262 -0.054
Cl -1.115 -4.720 -2.556
C -1.119 -0.414 0.014
Br -1.570 -1.491 1.562
C -2.140 0.716 -0.115
C -3.517 0.387 -0.677
H -3.248 2.497 -5.767
H -3.356 2.961 -4.053
H -3.495 1.279 -4.520
H -0.936 2.812 -5.122
H -1.201 1.083 -5.091
H -0.559 2.921 -2.845
H -1.924 1.845 -2.525
H 0.540 0.714 -3.750
H 1.694 1.921 -2.179
H 1.540 0.353 -1.361
H 0.518 1.729 -0.910
H -1.749 -0.431 -3.093
H 0.264 -1.444 -4.302
H 2.387 -3.359 -2.109
H 3.628 -2.175 -4.474
H 3.037 -4.322 -4.310
H 1.706 -2.105 -6.214
H 3.058 -0.725 -0.186
H -2.315 -2.374 -2.489
H -2.869 -2.158 -0.840
H -0.168 0.038 0.288
H -1.672 1.540 -0.651
H -2.292 1.084 0.901
H -3.980 -0.427 -0.117
H -3.509 0.123 -1.735
H -4.163 1.256 -0.563
C 4.929 2.308 0.046
C 5.425 3.344 -0.950
N 4.371 4.235 -1.402
C 4.755 5.040 -2.552
C 5.884 6.062 -2.378
C 3.647 4.933 -0.351
C 4.449 5.809 0.619
H 4.080 1.763 -0.382
H 5.723 1.594 0.270
H 4.618 2.753 0.990
H 5.809 2.826 -1.832
H 6.282 3.873 -0.507
H 3.861 5.553 -2.914
H 5.041 4.344 -3.348
H 5.563 6.936 -1.814
H 6.212 6.413 -3.357
H 6.752 5.631 -1.879
H 3.101 4.188 0.234
H 2.875 5.538 -0.833
H 5.355 5.310 0.965
H 3.844 6.031 1.500
H 4.736 6.761 0.177
C -5.639 -3.013 7.537
C -5.046 -3.433 6.201
N -3.896 -2.635 5.811
C -3.502 -2.829 4.431
C -2.978 -4.207 4.003
C -2.815 -2.573 6.781
C -2.173 -3.894 7.229
H -5.882 -1.951 7.536
H -6.554 -3.575 7.724
H -4.962 -3.211 8.368
H -5.806 -3.300 5.426
H -4.826 -4.512 6.234
H -2.746 -2.073 4.191
H -4.370 -2.586 3.810
H -1.967 -4.393 4.366
H -2.945 -4.267 2.912
H -3.622 -5.014 4.352
H -3.191 -2.058 7.667
H -2.045 -1.914 6.373
H -2.921 -4.656 7.447
H -1.599 -3.730 8.143
H -1.487 -4.296 6.485
*
```

- HOMO (eV) = -9.55
- orbital gap (eV) = 6.7

Löwdin atomic charge list, values in e, 4 entries: C -0.099; C -0.240; C -0.170; C -0.287



Record 3
DFT (ωB97M-V/def2-TZVPD) results for a structure of composition C25H56Cl4N4O8.

```
! wB97M-V def2-TZVPD RIJCOSX def2/J DEFGRID3
* xyz 2 1
C 2.602 -0.490 6.878
O 2.835 -0.312 5.492
C 4.100 -0.011 4.981
C 4.077 0.303 3.488
N 3.062 1.415 3.009
H 3.051 2.205 3.638
H 3.266 1.899 2.147
C 1.621 0.878 2.990
C 0.680 1.701 1.949
O 1.287 2.479 1.011
C 1.365 3.897 1.373
H 1.547 -0.760 6.836
H 2.678 0.492 7.346
H 3.244 -1.218 7.373
H 4.925 -0.583 5.406
H 4.214 0.945 5.492
H 4.012 -0.505 2.759
H 5.055 0.780 3.428
H 1.115 0.858 3.955
H 1.868 -0.117 2.619
H 0.064 2.319 2.602
H 0.164 0.871 1.465
H 1.925 4.225 2.250
H 0.418 4.433 1.436
H 1.975 4.368 0.602
C -0.679 -4.021 -1.424
O 0.442 -3.266 -1.527
C 0.135 -1.871 -1.682
C 1.300 -1.155 -2.373
N 2.674 -1.275 -1.582
H 3.205 -0.489 -1.929
H 2.558 -0.987 -0.621
C 3.426 -2.578 -1.795
C 3.659 -2.865 -3.306
O 2.507 -3.652 -3.791
C 2.388 -3.815 -5.158
H -1.092 -3.958 -0.417
H -0.364 -5.055 -1.563
H -1.543 -3.819 -2.057
H 0.046 -1.458 -0.677
H -0.734 -1.680 -2.311
H 1.038 -0.099 -2.299
H 1.430 -1.369 -3.434
H 2.778 -3.319 -1.327
H 4.400 -2.621 -1.307
H 4.497 -3.553 -3.412
H 3.815 -1.966 -3.904
H 3.351 -4.028 -5.622
H 1.895 -2.972 -5.643
H 1.672 -4.597 -5.408
C -0.962 4.455 -1.077
O -1.958 3.462 -1.287
C -2.591 3.422 -2.533
C -3.546 2.209 -2.609
N -2.750 0.978 -3.007
H -2.125 1.110 -3.789
H -2.154 0.749 -2.224
C -3.528 -0.338 -3.265
C -4.080 -1.137 -2.084
O -4.910 -0.307 -1.298
C -5.325 -0.822 -0.111
H -0.019 4.159 -1.536
H -0.788 4.684 -0.026
H -1.236 5.334 -1.662
H -2.031 3.492 -3.465
H -3.207 4.320 -2.487
H -4.208 2.284 -3.472
H -4.065 1.942 -1.688
H -2.787 -0.947 -3.783
H -4.097 -0.197 -4.184
H -3.276 -1.478 -1.432
H -4.579 -1.986 -2.550
H -4.556 -1.306 0.491
H -6.244 -1.349 -0.365
H -5.503 0.040 0.533
C -0.784 1.125 -0.100
C -0.059 0.827 -1.326
O -0.740 0.315 -2.214
O 1.165 0.940 -1.510
H -0.772 0.250 0.550
H -1.845 1.276 -0.298
H -0.416 1.967 0.487
C -4.203 2.864 0.634
Cl -5.308 2.995 -0.714
Cl -3.032 4.166 0.455
Cl -4.928 3.186 2.256
Cl -3.279 1.331 0.590
N 0.976 -1.852 1.715
C 0.925 -2.268 3.037
C -0.346 -1.977 3.494
C -1.097 -1.382 2.456
C -0.212 -1.339 1.449
H 1.798 -1.752 1.137
H 1.778 -2.731 3.511
H -0.716 -2.318 4.450
H -2.121 -1.040 2.454
H -0.214 -0.961 0.438
*
```

- HOMO (eV) = -13.12
- orbital gap (eV) = 8.1

Löwdin atomic charge list, values in e, 4 entries: C -0.055; O -0.240; C -0.202; C -0.037



Record 4
DFT (ωB97M-V/def2-TZVPD) results for a structure of composition C25H57N8O11.

```
! wB97M-V def2-TZVPD RIJCOSX def2/J DEFGRID3
* xyz -1 1
O -0.234 0.401 1.161
C 0.206 -0.070 0.001
O -0.451 -0.166 -1.015
O 1.408 -0.242 0.095
H 0.703 0.303 1.347
C -5.428 1.823 0.310
C -4.118 1.082 0.350
O -3.948 0.098 1.119
N -3.152 1.461 -0.505
C -1.830 0.914 -0.674
H -5.971 1.572 -0.601
H -5.234 2.894 0.379
H -5.971 1.485 1.193
H -3.421 2.307 -0.987
H -1.788 0.013 -0.061
H -0.980 1.556 -0.442
H -1.596 0.598 -1.690
C -3.499 2.899 2.905
C -2.044 2.644 3.381
O -1.373 3.518 3.936
N -1.594 1.386 3.337
C -2.108 0.420 2.357
H -4.123 2.045 2.641
H -3.490 3.495 1.992
H -4.069 3.511 3.603
H -0.664 1.192 3.682
H -1.392 -0.395 2.252
H -2.140 0.869 1.365
H -3.031 -0.064 2.676
C 0.284 2.960 -1.199
C 0.170 2.204 -2.581
O 0.354 2.817 -3.633
N -0.095 0.918 -2.533
C -0.117 0.018 -3.689
H 0.685 3.956 -1.383
H 0.966 2.335 -0.623
H -0.727 2.946 -0.792
H -0.131 0.563 -1.588
H 0.808 0.066 -4.264
H -0.944 0.206 -4.374
H -0.151 -0.993 -3.283
C -0.051 -3.773 -4.916
C 0.179 -3.248 -3.496
O -0.426 -3.816 -2.583
N 1.044 -2.266 -3.329
C 1.417 -1.732 -1.987
H -1.106 -3.660 -5.168
H 0.285 -4.807 -4.992
H 0.578 -3.223 -5.616
H 1.349 -1.670 -4.086
H 1.496 -2.509 -1.227
H 0.712 -1.002 -1.590
H 2.404 -1.293 -1.839
C 2.722 0.309 -2.846
C 3.415 1.031 -1.742
O 4.538 1.479 -1.978
N 2.756 1.021 -0.593
C 3.111 1.882 0.513
H 3.358 -0.375 -3.408
H 2.300 0.943 -3.627
H 1.870 -0.304 -2.551
H 1.942 0.430 -0.505
H 2.498 2.780 0.436
H 4.136 2.247 0.459
H 3.006 1.513 1.534
C 1.999 -1.845 2.619
C 3.306 -1.814 1.816
O 4.305 -2.401 2.273
N 3.259 -1.132 0.663
C 4.347 -1.027 -0.288
H 1.237 -1.132 2.303
H 2.308 -1.559 3.625
H 1.480 -2.803 2.589
H 2.360 -0.740 0.425
H 4.482 0.033 -0.502
H 4.061 -1.523 -1.215
H 5.284 -1.416 0.110
C -2.434 -1.778 1.037
C -2.724 -1.982 -0.453
O -3.742 -2.569 -0.857
N -1.840 -1.462 -1.299
C -1.984 -1.505 -2.760
H -3.270 -1.207 1.441
H -1.484 -1.262 1.175
H -2.394 -2.772 1.482
H -1.119 -0.867 -0.919
H -2.992 -1.321 -3.131
H -1.662 -2.420 -3.257
H -1.403 -0.644 -3.090
C 0.902 1.693 2.878
C 0.684 0.531 3.824
O -0.454 0.269 4.189
N 1.736 -0.215 4.138
C 1.709 -1.458 4.957
H 1.973 1.815 2.717
H 0.660 2.644 3.352
H 0.466 1.537 1.891
H 2.633 0.052 3.758
H 1.075 -2.176 4.437
H 1.194 -1.283 5.902
H 2.737 -1.769 5.143
*
```

- energy above the lowest of the compared OMol25 structures with the same formula, charge and spin (kcal/mol) = 960.79
- HOMO (eV) = -5.49
- orbital gap (eV) = 7.9

Löwdin atomic charge list, values in e, 4 entries: O -0.006; C -0.522; O -0.077; O 0.108



Record 5
DFT (ωB97M-V/def2-TZVPD) results for a cluster of 9 separate species, C25H57N8O11 in total.

```
! wB97M-V def2-TZVPD RIJCOSX def2/J DEFGRID3
* xyz -1 1
O 0.664 0.267 0.873
C -0.742 0.212 0.900
O -1.245 -0.508 0.008
O -1.289 0.771 1.863
H 0.823 -0.149 0.002
C 1.774 3.274 1.590
C 1.899 2.773 3.012
O 2.204 3.551 3.916
N 1.654 1.466 3.224
C 1.727 0.883 4.533
H 0.790 3.135 1.153
H 2.576 2.975 0.911
H 1.973 4.348 1.658
H 1.252 0.978 2.417
H 0.820 0.292 4.711
H 1.682 1.629 5.323
H 2.603 0.243 4.664
C -5.578 -4.557 -1.716
C -4.305 -3.733 -1.614
O -4.198 -2.888 -0.760
N -3.343 -4.028 -2.546
C -2.083 -3.351 -2.719
H -6.447 -3.910 -1.847
H -5.704 -5.048 -0.752
H -5.608 -5.263 -2.550
H -3.643 -4.661 -3.265
H -2.093 -2.651 -3.562
H -1.311 -4.104 -2.891
H -1.820 -2.732 -1.859
C -3.488 4.491 4.545
C -2.907 3.232 3.946
O -3.593 2.529 3.235
N -1.610 2.927 4.213
C -0.747 3.635 5.123
H -2.871 4.930 5.328
H -4.494 4.264 4.888
H -3.605 5.228 3.748
H -1.248 2.081 3.781
H -0.368 4.578 4.718
H 0.156 3.047 5.268
H -1.180 3.795 6.113
C -2.128 0.605 -3.089
C -3.568 0.264 -2.779
O -3.957 0.111 -1.655
N -4.416 0.138 -3.867
C -5.654 -0.604 -3.746
H -1.549 0.347 -2.198
H -1.984 1.675 -3.259
H -1.724 0.057 -3.946
H -3.969 0.122 -4.768
H -6.460 0.053 -3.413
H -5.566 -1.440 -3.051
H -5.953 -0.985 -4.724
C 7.832 -0.352 0.130
C 6.329 -0.600 0.016
O 5.880 -1.243 -0.920
N 5.604 -0.147 1.058
C 4.174 -0.398 1.222
H 8.059 0.680 0.402
H 8.235 -0.479 -0.874
H 8.279 -1.095 0.785
H 6.064 0.372 1.783
H 3.941 -1.412 0.909
H 3.611 0.282 0.580
H 3.884 -0.176 2.245
C -0.514 -2.331 3.337
C -1.197 -3.222 2.332
O -2.374 -3.107 2.100
N -0.421 -4.151 1.691
C -0.937 -4.931 0.606
H -1.259 -1.957 4.033
H -0.139 -1.434 2.829
H 0.348 -2.778 3.841
H 0.525 -4.335 1.968
H -1.683 -4.413 0.010
H -1.354 -5.897 0.930
H -0.146 -5.263 -0.077
C 1.146 -2.912 -1.266
C 1.817 -1.732 -1.913
O 1.805 -0.629 -1.398
N 2.523 -2.005 -3.044
C 3.489 -1.079 -3.596
H 0.908 -3.698 -1.985
H 0.213 -2.617 -0.776
H 1.735 -3.348 -0.456
H 2.672 -2.985 -3.211
H 3.232 -0.043 -3.380
H 3.550 -1.143 -4.680
H 4.441 -1.253 -3.085
C 0.903 5.586 -3.594
C 0.313 4.445 -2.788
O -0.872 4.432 -2.509
N 1.182 3.486 -2.399
C 0.779 2.316 -1.613
H 0.218 6.427 -3.541
H 1.050 5.313 -4.641
H 1.870 5.910 -3.201
H 2.152 3.550 -2.646
H 1.483 2.193 -0.804
H 0.743 1.416 -2.226
H -0.243 2.462 -1.273
*
```

- energy above the lowest of the compared OMol25 structures with the same formula, charge and spin (kcal/mol) = 33.20
- HOMO (eV) = -4.76
- orbital gap (eV) = 7.0

Löwdin atomic charge list, values in e, 4 entries: O -0.047; C -0.796; O -0.023; O -0.007



no.,molecular weight (g/mol),DFT total energy (eV)
1,574.709,-54344.34501
2,685.521,-153529.58291
3,682.555,-99233.05596
4,645.776,-61258.10560
5,645.776,-61298.32968